C23H21BaClNO8S | wB97M-V/def2-TZVPD

Calculated values
ΔE to the lowest compared entry with this formula, charge and spin: 0.245 eV
Gap between HOMO and LUMO: 7.5 eV
Highest occupied orbital energy: -5.2 eV
Maximum force: 0.010 Eh/bohr
Energy: -2429.7384 a.u.

```
! wB97M-V def2-TZVPD RIJCOSX def2/J DEFGRID3
* xyz -1 1
Ba -0.0130 -1.3876 -1.5691
C -1.4474 0.0374 2.3874
C -1.8609 0.9255 1.2453
C -1.0222 1.9490 0.8064
C -1.3787 2.7533 -0.2657
C -2.5876 2.5493 -0.9181
C -3.4316 1.5368 -0.4888
C -3.0698 0.7347 0.5847
H -0.5543 -0.5385 2.1358
H -2.2395 -0.6655 2.6417
H -1.2053 0.6263 3.2746
H -0.0691 2.1013 1.2987
H -0.7053 3.5338 -0.5987
H -2.8617 3.1656 -1.7650
H -4.3645 1.3503 -1.0057
H -3.7188 -0.0747 0.8961
C 6.6895 3.7320 2.5877
C 5.6663 2.7087 2.1753
C 5.4466 1.5685 2.9421
C 4.5109 0.6225 2.5547
C 3.7955 0.8225 1.3838
C 3.9943 1.9503 0.5993
C 4.9290 2.8859 1.0066
S 2.5855 -0.3730 0.9297
O 2.1270 -1.0218 2.1234
O 1.5959 0.2711 0.0857
N 3.4323 -1.5175 0.0850
C 3.5922 -1.3898 -1.1808
C 3.2223 -0.2837 -2.1444
O 4.0625 0.6226 -2.1496
O 2.2047 -0.4768 -2.8432
H 7.0270 3.5649 3.6100
H 6.2819 4.7415 2.5217
H 7.5626 3.6885 1.9335
H 6.0072 1.4233 3.8578
H 4.3175 -0.2558 3.1552
H 3.4399 2.0770 -0.3190
H 5.0907 3.7700 0.4014
H 1.8807 -3.6305 -2.3127
H 4.1464 -2.2109 -1.6415
Cl -8.7536 -3.4631 -1.9401
C -7.0760 -2.9909 -1.8108
C -6.3306 -3.4335 -0.7309
C -5.0020 -3.0484 -0.6325
C -4.4269 -2.2369 -1.6015
C -5.1933 -1.8093 -2.6779
C -6.5242 -2.1822 -2.7902
C -2.9839 -1.7935 -1.4689
O -2.3615 -2.1469 -0.4368
O -2.5210 -1.0697 -2.3874
H -6.7880 -4.0672 0.0167
H -4.3860 -3.3716 0.1960
H -4.7237 -1.1801 -3.4221
H -7.1302 -1.8540 -3.6238
O 1.0564 -3.7667 -1.8296
O 0.0663 -3.4724 -2.8816
*
```

***

C23H21BiN8O4S4Se | wB97M-V/def2-TZVPD

Calculated values
ΔE to the lowest compared entry with this formula, charge and spin: 0.028 eV
Gap between HOMO and LUMO (spin up / spin down): 3.9 / 4.1 eV
Highest occupied orbital energy (spin up / spin down): -0.1 / -0.2 eV
Maximum force: 0.009 Eh/bohr
Energy: -5837.0470 a.u.

```
! wB97M-V def2-TZVPD RIJCOSX def2/J DEFGRID3
* xyz -2 1
Bi -0.6707 -1.3723 -0.4314
N 1.0703 -2.1649 -2.6106
C 0.2867 -2.7108 -3.7078
C -0.6464 -1.6512 -4.2805
C -1.9696 -1.4449 -3.5424
O -2.9527 -1.1377 -4.2029
O -1.9884 -1.5616 -2.2504
H 1.7688 -1.4938 -2.9148
H 1.5262 -2.9145 -2.1033
H -0.2923 -3.5500 -3.3141
H 0.9163 -3.1051 -4.5179
H -0.8986 -1.8689 -5.3179
H -0.1228 -0.6872 -4.2771
O -3.5104 -7.9378 0.5728
C -2.9585 -6.8626 0.4773
S -1.2475 -6.6501 0.1238
C -1.1806 -4.8893 0.2285
C -2.3439 -4.2784 0.5267
S -2.6698 -2.5744 0.7995
S -3.7538 -5.3152 0.7478
S 0.3753 -4.1715 -0.0744
Se -1.8995 5.7382 3.4608
N -1.3678 4.1032 4.0587
C -1.3818 3.3075 2.9914
C -1.0105 1.9145 3.0425
C -0.6353 1.2952 4.2186
C -0.2466 -0.0508 4.2124
C -0.1867 -0.7394 3.0094
N -0.5189 -0.1776 1.8373
C -1.0201 1.1326 1.8342
C -1.4087 1.6889 0.6331
N -1.3950 0.9060 -0.5218
C -1.7408 1.4606 -1.6816
C -2.1043 2.7872 -1.8271
C -2.1302 3.5990 -0.6890
C -1.7915 3.0787 0.5459
C -1.7800 3.8907 1.7359
N -2.1127 5.1821 1.7421
H -0.6437 1.8733 5.1339
H 0.0422 -0.5538 5.1256
H 0.7158 -2.4561 3.9310
H -1.7488 0.8042 -2.5412
H -2.3790 3.1609 -2.8033
H -2.4138 4.6421 -0.7461
C 4.0718 3.2392 0.5250
N 3.3790 2.3851 -0.4092
C 4.0499 1.8727 -1.5823
C 3.2280 0.6110 -1.8843
O 3.3897 -0.0603 -2.8872
N 2.3252 0.4133 -0.8809
C 2.4918 1.4132 -0.0217
N 1.8618 1.4708 1.1389
H 4.5292 4.0637 -0.0207
H 4.8543 2.7039 1.0770
H 3.3767 3.6746 1.2404
H 5.0897 1.5995 -1.3723
H 4.0248 2.5647 -2.4246
H 1.1444 0.7691 1.3237
H 1.7951 2.3290 1.6588
C 0.2936 -2.1597 2.9709
H 1.0462 -2.3036 2.1935
H -0.5312 -2.8309 2.7215
*
```

***

C23H21BiN9O5S | wB97M-V/def2-TZVPD

Calculated values
ΔE to the lowest compared entry with this formula, charge and spin: 0.652 eV
Gap between HOMO and LUMO: 7.5 eV
Highest occupied orbital energy: -11.0 eV
Maximum force: 0.015 Eh/bohr
Energy: -2370.7530 a.u.

```
! wB97M-V def2-TZVPD RIJCOSX def2/J DEFGRID3
* xyz 1 1
Bi 0.8728 0.9209 -0.0084
C 1.0632 3.4209 3.7320
C -0.0621 3.4269 2.7575
N -0.3435 2.4719 1.8875
C -1.4715 2.8925 1.2026
C -1.8822 4.0986 1.6949
N -0.9789 4.4124 2.6695
C -2.9719 5.0872 1.4208
O -3.8627 4.7699 0.5098
O -2.9696 6.1190 2.0439
C -2.0552 2.0795 0.0941
O -3.0957 2.4578 -0.4374
O -1.4106 1.0190 -0.2588
H 1.7447 2.6064 3.4946
H 0.6977 3.2831 4.7507
H 1.6185 4.3581 3.7029
H -1.0369 5.2757 3.1949
H -3.6666 3.8699 0.1149
N 0.5491 -2.3504 -3.0683
C 1.3133 -3.4614 -2.6027
C 1.9927 -4.2640 -3.4983
C 2.7792 -5.3026 -3.0159
C 2.9060 -5.5062 -1.6502
C 2.2411 -4.6768 -0.7565
C 1.4270 -3.6669 -1.2401
S 0.4954 -2.6608 -0.1358
N 0.4131 -1.1881 -1.0418
C 0.3605 -1.2409 -2.3332
C 0.0483 0.0173 -3.0873
C -0.6715 0.0179 -4.2671
C -0.9810 1.2395 -4.8489
C -0.5606 2.4087 -4.2391
C 0.1544 2.3142 -3.0588
N 0.4552 1.1420 -2.5005
H 0.5301 -2.2324 -4.0685
H 1.9155 -4.0811 -4.5640
H 3.3090 -5.9368 -3.7131
H 3.5400 -6.2949 -1.2697
H 2.3630 -4.8156 0.3090
H -1.0254 -0.9036 -4.7083
H -1.5591 1.2741 -5.7623
H -0.7931 3.3779 -4.6559
H 0.4991 3.2032 -2.5425
N 2.8488 -0.1481 0.1571
C 3.4676 -0.9803 0.7369
N 4.1796 -1.7473 1.3872
C 4.4096 -3.0409 1.3922
N 4.6215 -4.1738 1.4607
C -2.3655 -1.1286 1.6957
N -1.6068 -0.6969 2.8661
C -2.3381 -0.6250 4.1275
C -0.3338 -0.3832 2.8122
O 0.3766 -0.4254 1.7870
H -2.8888 -2.0511 1.9439
H -1.6977 -1.2925 0.8574
H -3.0939 -0.3657 1.4220
H -2.7623 -1.6004 4.3611
H -3.1462 0.1015 4.0454
H -1.6680 -0.3274 4.9300
H 0.1065 -0.0973 3.7715
*
```

***

C23H21BrIrN3O4SbSe4 | wB97M-V/def2-TZVPD

Calculated values
ΔE to the lowest compared entry with this formula, charge and spin: 2.109 eV
Gap between HOMO and LUMO (spin up / spin down): 4.6 / 5.2 eV
Highest occupied orbital energy (spin up / spin down): -0.7 / -2.2 eV
Maximum force: 0.087 Eh/bohr
Energy: -13878.6862 a.u.

```
! wB97M-V def2-TZVPD RIJCOSX def2/J DEFGRID3
* xyz -2 6
Ir 1.4925 0.7204 -1.0028
O 0.6831 -2.0960 -5.1502
C -0.0035 -3.0388 -4.4818
C -0.5672 -4.0952 -5.1940
C -1.3015 -5.0696 -4.5435
C -1.4968 -5.0025 -3.1706
C -0.9258 -3.9789 -2.4481
C -0.1629 -3.0021 -3.0829
C 0.4711 -1.9662 -2.2800
O 0.9988 -0.9266 -2.8401
N 0.5111 -2.1850 -0.9848
N 1.1549 -1.2747 -0.2604
C 1.2748 -1.4548 1.0564
C 2.0418 -0.5692 1.8084
C 2.2092 -0.6764 3.2121
C 3.0308 0.1972 3.8615
C 3.6905 1.2041 3.1287
C 3.4696 1.2723 1.7712
N 2.6752 0.4399 1.1201
H 1.0099 -1.4451 -4.4802
H -0.4141 -4.1265 -6.2636
H -1.7286 -5.8921 -5.1036
H -2.0930 -5.7481 -2.6650
H -1.0457 -3.9083 -1.3774
H 0.7983 -2.3210 1.5017
H 1.6748 -1.4641 3.7284
H 3.1729 0.1284 4.9326
H 4.3593 1.9059 3.6016
H 3.9678 2.0203 1.1568
Se 8.0817 0.2271 -1.4465
Sb 6.0555 -0.1197 -2.7629
Se 4.3640 -1.4383 -1.4004
Se 3.4098 0.4433 -1.9092
Se 6.6604 -1.3401 -4.7748
C -4.8790 3.1562 3.7676
C -3.8300 2.7334 2.7781
C -3.3910 3.6003 1.7884
C -2.3930 3.2254 0.8988
C -1.9055 4.1432 -0.1808
C -1.8270 1.9617 1.0184
C -2.2785 1.0585 1.9778
C -1.6655 -0.3062 2.0520
C -3.2768 1.4617 2.8542
C -0.6208 1.6025 0.1889
O -0.7423 0.8778 -0.8096
O 0.4602 2.0730 0.5940
H -5.3510 4.0866 3.4569
H -4.4299 3.3120 4.7501
H -5.6444 2.3865 3.8693
H -3.8280 4.5876 1.7093
H -2.4644 5.0780 -0.2094
H -1.9965 3.6565 -1.1538
H -0.8520 4.3821 -0.0219
H -1.6862 -0.7808 1.0691
H -2.1889 -0.9509 2.7583
H -0.6193 -0.2332 2.3629
H -3.6201 0.7727 3.6179
Br 1.5112 2.6959 -2.3932
*
```